{
  "formula": "C18H29AsN6O3ReS5",
  "method": "ωB97M-V/def2-TZVPD",
  "spin_multiplicity": 1,
  "relative_energy_ev": 0.000,
  "homo_ha": -0.59301,
  "homo_lumo_gap_ha": 0.2239,
  "fmax_ev_per_a": 0.59,
  "e_lumo_ev": -10.043,
  "charge": 3,
  "species": ["Re", "N", "C", "C", "C", "C", "N", "C", "N", "N", "C", "O", "O", "H", "H", "H", "H", "H", "H", "H", "H", "H", "H", "H", "H", "H", "H", "C", "C", "N", "C", "C", "C", "S", "N", "C", "O", "C", "C", "C", "C", "C", "C", "H", "H", "H", "H", "H", "H", "H", "H", "H", "H", "H", "H", "H", "H", "H", "S", "As", "S", "S", "S"],
  "coordinates": [[-0.84, -0.38, -1.54], [-1.37, 1.75, 1.17], [-1.86, 0.72, 2.06], [-3.32, 0.97, 2.49], [-4.04, -0.11, 3.29], [-3.50, -0.45, 4.67], [-3.73, 0.65, 5.61], [-3.30, 0.66, 6.87], [-3.63, 1.66, 7.68], [-2.49, -0.31, 7.31], [-1.76, -0.69, 1.49], [-1.87, -1.69, 2.08], [-1.51, -0.75, 0.09], [-0.66, 2.33, 1.60], [-2.11, 2.36, 0.86], [-1.23, 0.66, 2.95], [-3.90, 1.14, 1.57], [-3.32, 1.92, 3.02], [-4.08, -1.04, 2.72], [-5.09, 0.19, 3.40], [-2.42, -0.66, 4.62], [-4.00, -1.35, 5.02], [-4.51, 1.26, 5.41], [-4.22, 2.41, 7.37], [-3.37, 1.65, 8.66], [-2.37, -1.16, 6.78], [-2.17, -0.32, 8.26], [3.48, -1.37, 1.44], [3.82, -0.09, 0.68], [3.67, -0.27, -0.78], [4.91, -0.66, -1.50], [5.73, 0.56, -1.89], [2.54, -0.08, -1.40], [1.15, 0.51, -0.50], [2.55, -0.22, -2.76], [1.53, -0.44, -3.49], [0.30, -0.68, -2.93], [1.55, -0.49, -4.93], [0.47, -1.02, -5.64], [0.51, -1.07, -7.02], [1.63, -0.58, -7.69], [2.70, -0.04, -6.99], [2.67, 0.00, -5.61], [3.62, -1.21, 2.51], [4.13, -2.19, 1.13], [2.44, -1.66, 1.27], [4.86, 0.19, 0.85], [3.21, 0.75, 1.00], [4.64, -1.24, -2.37], [5.46, -1.31, -0.82], [5.18, 1.18, -2.60], [6.66, 0.24, -2.35], [5.98, 1.17, -1.02], [-0.38, -1.44, -5.11], [-0.30, -1.51, -7.57], [1.66, -0.62, -8.77], [3.56, 0.34, -7.52], [3.50, 0.41, -5.05], [-5.30, 0.72, -4.02], [-3.29, 0.20, -3.51], [-1.93, 1.44, -2.27], [-2.48, -1.64, -2.72], [-3.73, 0.69, -5.55]],
  "lowdin_charge": [0.983, 0.046, -0.299, -0.128, -0.167, -0.158, 0.094, -0.420, 0.223, 0.231, -0.409, 0.213, -0.351, 0.098, 0.083, 0.164, 0.132, 0.128, 0.118, 0.132, 0.121, 0.141, 0.160, 0.138, 0.142, 0.122, 0.144, -0.054, -0.214, -0.081, -0.158, -0.045, -0.598, 0.751, 0.175, -0.308, -0.379, -0.150, -0.011, -0.041, -0.019, -0.029, 0.009, 0.092, 0.088, 0.063, 0.130, 0.087, 0.118, 0.131, 0.078, 0.096, 0.084, 0.096, 0.120, 0.126, 0.125, 0.121, 0.248, -0.102, 0.274, 0.256, 0.240]
}

{
  "formula": "C50H115N5O10",
  "method": "ωB97M-V/def2-TZVPD",
  "spin_multiplicity": 1,
  "relative_energy_ev": 2.669,
  "homo_ha": -0.29361,
  "homo_lumo_gap_ha": 0.3047,
  "fmax_ev_per_a": 2.96,
  "e_lumo_ev": 0.301,
  "charge": 0,
  "species": ["C", "C", "C", "C", "C", "C", "C", "C", "C", "N", "O", "H", "H", "H", "H", "H", "H", "H", "H", "H", "H", "H", "H", "H", "H", "H", "H", "H", "H", "H", "C", "C", "C", "C", "C", "C", "C", "C", "C", "N", "O", "H", "H", "H", "H", "H", "H", "H", "H", "H", "H", "H", "H", "H", "H", "H", "H", "H", "H", "H", "C", "C", "C", "C", "C", "C", "C", "C", "C", "N", "O", "H", "H", "H", "H", "H", "H", "H", "H", "H", "H", "H", "H", "H", "H", "H", "H", "H", "H", "H", "C", "C", "C", "C", "C", "C", "C", "C", "C", "N", "O", "H", "H", "H", "H", "H", "H", "H", "H", "H", "H", "H", "H", "H", "H", "H", "H", "H", "H", "H", "C", "C", "C", "C", "C", "C", "C", "C", "C", "N", "O", "H", "H", "H", "H", "H", "H", "H", "H", "H", "H", "H", "H", "H", "H", "H", "H", "H", "H", "H", "C", "O", "H", "H", "H", "H", "C", "O", "H", "H", "H", "H", "C", "O", "H", "H", "H", "H", "C", "O", "H", "H", "H", "H", "C", "O", "H", "H", "H", "H"],
  "coordinates": [[-0.96, -3.96, -5.68], [0.14, -3.40, -6.63], [1.08, -4.57, -7.01], [-0.45, -2.82, -7.98], [-1.33, -1.59, -7.72], [-0.49, -0.47, -7.09], [0.27, -0.90, -5.75], [1.34, 0.17, -5.49], [-0.88, -0.94, -4.65], [0.86, -2.22, -6.03], [1.80, -2.52, -5.04], [-0.82, -3.90, -4.60], [-1.91, -3.47, -5.88], [-1.16, -5.01, -5.87], [0.57, -5.38, -7.53], [1.95, -4.16, -7.52], [1.44, -5.09, -6.12], [0.34, -2.51, -8.67], [-0.93, -3.66, -8.48], [-1.60, -1.20, -8.71], [-2.24, -1.80, -7.16], [-1.08, 0.42, -6.90], [0.18, -0.19, -7.91], [2.02, -0.07, -4.68], [0.79, 0.94, -4.94], [1.99, 0.45, -6.32], [-0.51, -1.39, -3.73], [-1.70, -1.52, -5.07], [-1.30, 0.01, -4.32], [1.23, -2.80, -4.33], [0.71, 1.18, 5.11], [-0.30, 2.33, 5.55], [-0.79, 2.01, 6.94], [0.43, 3.72, 5.63], [0.83, 4.26, 4.19], [-0.48, 4.23, 3.38], [-1.31, 2.90, 3.32], [-2.66, 3.21, 2.80], [-0.59, 2.04, 2.27], [-1.49, 2.41, 4.67], [-2.37, 1.33, 4.68], [0.15, 0.33, 4.73], [1.31, 1.50, 4.25], [1.35, 0.87, 5.94], [-0.08, 1.81, 7.75], [-1.56, 2.73, 7.22], [-1.47, 1.16, 6.86], [-0.19, 4.44, 6.16], [1.28, 3.64, 6.31], [1.30, 5.24, 4.18], [1.45, 3.53, 3.66], [-0.21, 4.45, 2.35], [-1.01, 5.09, 3.79], [-3.44, 2.46, 2.66], [-2.58, 3.64, 1.80], [-3.22, 3.93, 3.40], [-0.35, 2.49, 1.30], [-1.29, 1.26, 1.99], [0.28, 1.48, 2.59], [-1.81, 0.58, 4.49], [2.27, -2.86, 4.47], [3.22, -2.03, 3.57], [2.44, -1.02, 2.77], [4.13, -1.37, 4.61], [5.25, -2.27, 5.20], [6.06, -2.86, 4.02], [5.15, -3.73, 3.05], [6.01, -4.00, 1.77], [4.88, -5.11, 3.81], [3.99, -2.90, 2.60], [3.17, -3.61, 1.72], [1.51, -2.22, 4.92], [1.74, -3.58, 3.85], [2.67, -3.53, 5.23], [3.11, -0.64, 2.00], [1.52, -1.43, 2.36], [2.07, -0.20, 3.38], [4.47, -0.38, 4.29], [3.65, -1.08, 5.54], [5.84, -1.69, 5.91], [4.79, -3.13, 5.67], [6.95, -3.41, 4.31], [6.48, -1.99, 3.51], [5.62, -4.85, 1.20], [6.98, -4.35, 2.10], [6.11, -3.14, 1.11], [5.76, -5.75, 3.74], [4.01, -5.63, 3.41], [4.64, -5.00, 4.87], [3.16, -2.99, 0.99], [-2.66, -2.77, 1.40], [-3.24, -2.13, 2.64], [-3.73, -0.72, 2.29], [-4.49, -2.91, 3.23], [-4.16, -4.11, 4.07], [-3.35, -3.62, 5.31], [-1.99, -3.01, 4.88], [-1.55, -2.11, 6.10], [-1.06, -4.11, 4.48], [-2.23, -2.02, 3.73], [-1.06, -1.41, 3.33], [-2.12, -3.70, 1.60], [-3.52, -3.00, 0.77], [-1.96, -2.13, 0.87], [-4.49, -0.76, 1.52], [-4.13, -0.16, 3.14], [-2.95, -0.11, 1.84], [-5.07, -2.24, 3.86], [-5.13, -3.13, 2.37], [-5.03, -4.68, 4.42], [-3.65, -4.84, 3.45], [-3.16, -4.47, 5.96], [-3.89, -2.85, 5.87], [-2.24, -1.26, 6.04], [-0.52, -1.79, 5.94], [-1.64, -2.58, 7.07], [-1.64, -5.00, 4.24], [-0.43, -4.47, 5.29], [-0.40, -3.85, 3.65], [-0.59, -2.14, 2.91], [-0.47, 7.79, -5.82], [-1.09, 7.05, -4.59], [-0.85, 7.87, -3.35], [-2.64, 7.01, -4.94], [-3.44, 6.04, -4.06], [-2.69, 4.73, -3.97], [-1.19, 4.68, -3.66], [-1.06, 4.85, -2.13], [-0.65, 3.29, -4.12], [-0.53, 5.70, -4.60], [0.89, 5.60, -4.56], [-0.84, 8.81, -5.91], [0.61, 7.84, -5.71], [-0.59, 7.26, -6.76], [-1.13, 8.92, -3.49], [-1.47, 7.57, -2.51], [0.21, 7.92, -3.09], [-3.14, 7.97, -4.78], [-2.81, 6.68, -5.96], [-3.54, 6.43, -3.05], [-4.40, 5.86, -4.55], [-2.82, 4.41, -5.00], [-3.28, 4.01, -3.39], [-0.08, 5.22, -1.81], [-1.34, 3.92, -1.63], [-1.77, 5.58, -1.74], [0.38, 3.11, -3.80], [-0.61, 3.21, -5.20], [-1.25, 2.43, -3.83], [1.07, 5.30, -5.45], [2.35, 2.83, -0.14], [2.56, 1.96, -1.20], [3.00, 3.70, -0.04], [1.35, 3.21, -0.35], [2.13, 2.34, 0.81], [1.71, 1.53, -1.35], [0.28, -0.15, -0.48], [0.00, 0.92, -1.31], [1.30, -0.03, -0.12], [-0.33, -0.25, 0.41], [0.23, -1.12, -1.00], [-0.95, 1.09, -1.34], [3.91, -1.99, -1.49], [2.69, -2.48, -1.02], [3.94, -0.91, -1.56], [4.66, -2.16, -0.73], [4.34, -2.57, -2.31], [1.98, -2.51, -1.67], [-3.19, -0.67, -1.68], [-3.05, 0.70, -1.89], [-2.32, -1.09, -1.17], [-4.06, -0.85, -1.05], [-3.35, -1.20, -2.62], [-3.64, 0.86, -2.63], [-0.49, -4.41, -1.65], [0.47, -3.65, -2.34], [0.00, -4.81, -0.76], [-1.22, -3.73, -1.22], [-0.91, -5.22, -2.24], [1.07, -4.27, -2.78]],
  "lowdin_charge": [-0.026, -0.446, -0.040, -0.127, -0.190, -0.131, -0.441, -0.015, -0.013, -0.116, -0.012, 0.058, 0.061, 0.077, 0.082, 0.088, 0.071, 0.119, 0.114, 0.107, 0.093, 0.113, 0.111, 0.074, 0.061, 0.092, 0.069, 0.056, 0.064, 0.048, -0.017, -0.463, -0.054, -0.101, -0.149, -0.136, -0.499, -0.052, -0.027, -0.105, -0.009, 0.051, 0.044, 0.087, 0.092, 0.090, 0.066, 0.110, 0.109, 0.107, 0.088, 0.107, 0.116, 0.076, 0.088, 0.093, 0.076, 0.055, 0.062, 0.054, -0.031, -0.468, -0.021, -0.141, -0.165, -0.141, -0.430, -0.044, -0.019, -0.109, -0.012, 0.070, 0.061, 0.080, 0.100, 0.074, 0.056, 0.116, 0.109, 0.111, 0.081, 0.110, 0.112, 0.075, 0.073, 0.073, 0.075, 0.073, 0.056, 0.057, -0.039, -0.476, -0.033, -0.128, -0.179, -0.127, -0.453, -0.013, -0.030, -0.119, -0.032, 0.086, 0.090, 0.058, 0.081, 0.087, 0.061, 0.117, 0.115, 0.110, 0.102, 0.119, 0.117, 0.075, 0.056, 0.085, 0.077, 0.094, 0.062, 0.064, -0.048, -0.501, -0.037, -0.121, -0.199, -0.173, -0.437, -0.022, -0.042, -0.101, -0.011, 0.083, 0.072, 0.081, 0.083, 0.069, 0.092, 0.118, 0.114, 0.101, 0.113, 0.115, 0.119, 0.085, 0.076, 0.062, 0.078, 0.079, 0.062, 0.103, -0.177, -0.121, 0.088, 0.057, 0.062, 0.012, -0.152, -0.111, 0.079, 0.070, 0.068, 0.060, -0.144, -0.130, 0.083, 0.062, 0.087, 0.037, -0.167, -0.110, 0.057, 0.076, 0.086, 0.087, -0.123, -0.155, 0.087, 0.070, 0.088, 0.092]
}

{
  "formula": "C31H26ClIN7O2Pd",
  "method": "ωB97M-V/def2-TZVPD",
  "spin_multiplicity": 1,
  "relative_energy_ev": 1.283,
  "homo_ha": -0.57032,
  "homo_lumo_gap_ha": 0.1596,
  "fmax_ev_per_a": 1.22,
  "e_lumo_ev": -11.177,
  "charge": 3,
  "species": ["Pd", "Cl", "C", "C", "C", "I", "C", "O", "C", "N", "C", "C", "C", "C", "H", "H", "H", "H", "C", "C", "N", "C", "C", "C", "C", "C", "C", "C", "C", "C", "N", "C", "H", "H", "H", "H", "H", "H", "H", "H", "C", "N", "C", "C", "O", "N", "C", "N", "H", "H", "H", "H", "H", "H", "H", "C", "C", "C", "C", "N", "C", "C", "H", "H", "H", "H", "H", "H", "H"],
  "coordinates": [[-0.17, 0.04, -0.33], [-1.81, -7.69, -1.97], [-1.85, -6.06, -1.59], [-3.11, -5.44, -1.54], [-3.23, -4.12, -1.23], [-5.03, -3.19, -1.19], [-2.01, -3.30, -0.94], [-2.09, -2.11, -0.72], [-0.69, -4.00, -0.98], [0.37, -3.26, -0.68], [1.56, -3.85, -0.73], [1.75, -5.19, -1.09], [0.64, -5.96, -1.38], [-0.62, -5.36, -1.32], [-3.98, -6.05, -1.76], [2.41, -3.23, -0.47], [2.74, -5.61, -1.12], [0.75, -7.00, -1.64], [1.85, 4.63, -1.14], [1.73, 3.26, -0.88], [0.58, 2.63, -0.75], [-0.56, 3.34, -0.87], [-0.54, 4.73, -1.09], [0.70, 5.37, -1.24], [-1.76, 5.48, -1.17], [-2.95, 4.86, -1.03], [-3.01, 3.44, -0.82], [-4.26, 2.81, -0.71], [-4.31, 1.45, -0.55], [-3.12, 0.74, -0.48], [-1.92, 1.31, -0.57], [-1.84, 2.66, -0.74], [2.83, 5.08, -1.24], [2.63, 2.66, -0.77], [0.74, 6.43, -1.42], [-1.71, 6.55, -1.34], [-3.88, 5.41, -1.08], [-5.16, 3.40, -0.77], [-5.25, 0.92, -0.47], [-3.13, -0.32, -0.35], [5.63, 0.20, -1.17], [4.18, 0.11, -1.13], [3.33, 0.13, -2.31], [1.98, 0.00, -1.66], [0.86, -0.04, -2.20], [2.09, -0.06, -0.31], [3.42, 0.03, -0.04], [3.89, 0.04, 1.20], [5.98, -0.21, -2.12], [6.07, -0.40, -0.38], [5.97, 1.23, -1.09], [3.54, -0.70, -2.99], [3.41, 1.07, -2.86], [3.25, -0.05, 1.97], [4.87, 0.14, 1.40], [-1.07, 0.30, 5.84], [-0.89, 0.25, 4.36], [-0.63, 1.39, 3.60], [-0.48, 1.31, 2.24], [-0.58, 0.14, 1.59], [-0.83, -0.98, 2.29], [-0.99, -0.96, 3.66], [-0.91, 1.30, 6.23], [-0.39, -0.39, 6.33], [-2.08, -0.01, 6.10], [-0.55, 2.36, 4.08], [-0.28, 2.17, 1.62], [-0.89, -1.90, 1.72], [-1.19, -1.89, 4.18]],
  "lowdin_charge": [1.040, 0.982, -0.502, -0.138, -0.594, 1.235, -0.328, 0.044, -0.136, 0.153, -0.059, 0.018, 0.037, -0.150, 0.120, 0.117, 0.133, 0.120, -0.014, -0.120, 0.078, -0.156, -0.124, 0.025, 0.010, 0.005, -0.122, 0.035, -0.013, -0.108, 0.033, -0.119, 0.121, 0.100, 0.135, 0.133, 0.132, 0.138, 0.118, 0.066, 0.018, -0.073, -0.003, -0.492, -0.034, 0.104, -0.396, 0.247, 0.108, 0.098, 0.109, 0.156, 0.157, 0.130, 0.126, -0.012, -0.224, 0.021, -0.083, -0.098, -0.093, 0.011, 0.092, 0.103, 0.106, 0.133, 0.108, 0.103, 0.133]
}

Question: Which of these has the lowest charge?
Answer: C50H115N5O10

Question: Number 3 is which compound?
Answer: C31H26ClIN7O2Pd

Question: Which formula does entry 1 have?
Answer: C18H29AsN6O3ReS5